Here is C6H13HgO3 as an isolated structure at a distorted geometry from the OMol25 dataset. Energies are from wB97M-V/def2-TZVPD.

Calculated values
HOMO-LUMO gap: 7.08 eV
E_HOMO: -12.7 eV
strongest force on any atom: 6.0 eV/A
charge: +1

XYZ file:
```
23
Properties=species:S:1:pos:R:3:forces:R:3
C 3.0624 -1.4883 -0.7421 0.7 -0.7 -0.5
O 2.0284 -0.5761 -0.4211 1.4 -2.3 -2.9
C 1.4568 0.1649 -1.5448 0.5 -0.5 -1.0
C 0.4055 1.0782 -0.9665 -1.2 -0.4 -2.8
O -0.8866 0.5259 -1.2295 2.0 0.1 0.3
C -1.9266 1.1990 -0.5839 -1.1 1.0 0.5
C -2.3549 0.4548 0.6578 -1.0 0.0 -0.3
O -1.3500 0.5291 1.6454 0.4 0.1 0.0
C -1.2919 -0.6149 2.4638 -0.2 -0.5 0.5
H 3.4195 -1.9311 0.1929 -0.1 0.1 -0.2
H 2.6740 -2.2767 -1.4024 0.1 0.2 0.2
H 3.8883 -0.9640 -1.2449 -0.2 -0.1 0.2
H 1.0470 -0.5705 -2.2549 0.0 0.3 0.2
H 2.2775 0.7200 -2.0234 -0.3 -0.1 0.2
H 0.4661 2.0777 -1.4258 0.0 -0.1 0.8
H -2.8009 1.2808 -1.2562 0.5 -0.2 0.1
H -1.6205 2.2304 -0.3189 -0.2 -0.4 -0.1
H -2.5653 -0.6008 0.4063 0.1 0.3 0.0
H -3.2884 0.9046 1.0410 0.2 -0.2 -0.1
H -0.5219 -0.4403 3.2247 -0.2 0.0 0.0
H -2.2609 -0.7958 2.9592 0.4 0.0 -0.1
H -1.0090 -1.5022 1.8728 -0.2 0.1 0.1
Hg 1.1514 0.5952 0.9507 -1.8 3.2 4.7
```
Forces are in eV/Å.

Here is C6H13I2OS as an isolated structure from the OMol25 dataset. Energies are from wB97M-V/def2-TZVPD.

Calculated values
HOMO-LUMO gap: 9.51 eV
E_HOMO: -13.1 eV
strongest force on any atom: 0.3 eV/A
charge: +1

XYZ file:
```
23
Properties=species:S:1:pos:R:3:forces:R:3
C -2.8284 -0.7783 1.1731 0.1 0.0 0.1
C -2.1006 -1.3049 -0.0498 -0.1 -0.1 -0.2
O -0.8659 -1.9560 0.3542 0.3 0.2 0.1
C 0.1934 -1.8818 -0.4947 -0.2 -0.2 0.0
S 1.6357 -1.0010 0.3667 0.0 0.0 -0.1
C 0.9578 0.6611 0.6949 -0.1 0.1 0.0
I 0.6946 0.8069 2.7978 0.0 0.0 0.1
C 1.7978 1.7990 0.1099 -0.1 0.0 -0.1
C 1.4922 2.0216 -1.3675 0.0 0.0 0.1
I 3.8904 1.5033 0.4455 0.1 0.0 0.1
H -3.9068 -0.8838 1.0482 0.1 0.0 0.0
H -2.5348 -1.3563 2.0523 -0.1 0.0 -0.1
H -2.6101 0.2726 1.3688 0.1 -0.1 0.0
H -2.6937 -2.0570 -0.5769 0.1 0.1 0.1
H -1.8564 -0.5136 -0.7688 -0.1 0.0 0.1
H -0.0005 -1.3504 -1.4323 0.0 0.0 0.1
H 0.6332 -2.8650 -0.6892 0.0 0.1 0.0
H 2.3394 -0.7300 -0.7531 0.0 0.0 0.0
H -0.0373 0.6672 0.2457 0.0 0.0 0.1
H 1.5739 2.6910 0.6950 0.0 -0.1 -0.1
H 0.4447 2.3213 -1.4825 0.1 0.0 0.0
H 2.1183 2.8154 -1.7743 0.0 -0.1 0.0
H 1.6631 1.1188 -1.9628 0.0 0.1 0.0
```
Forces are in eV/Å.

Here is one molecule with the formula C6H13IN2O2 at a distorted geometry from the OMol25 dataset. Energies are from wB97M-V/def2-TZVPD.

Calculated values
SMILES string: C[N+](C)(C)C[C@H](I)NC(=O)[O-]
HOMO-LUMO gap: 8.12 eV
E_HOMO: -8.3 eV
strongest force on any atom: 5.2 eV/A

XYZ file:
```
24
Properties=species:S:1:pos:R:3:forces:R:3
C -0.0877 2.2244 1.0706 -4.3 -1.6 -1.3
N -0.2864 0.9757 0.2557 0.9 -2.5 1.7
C -0.1862 1.0877 -1.2572 -1.3 -1.7 0.5
C -1.5195 0.1797 0.6007 -0.2 -0.1 1.2
C 0.7973 0.1043 0.9102 1.9 -2.1 -4.3
C 0.8262 -1.4504 0.4121 2.2 2.3 1.0
I 2.6819 -2.3203 1.6870 -0.4 0.5 0.2
N 1.0667 -1.7555 -0.8315 -0.6 -0.6 -4.1
C -0.1406 -2.2515 -1.7309 -1.4 0.7 3.0
O 0.0193 -2.4001 -2.9059 1.0 0.0 -0.8
O -1.1527 -2.2588 -0.9752 0.2 -0.6 -1.0
H -0.8896 2.8654 0.8049 -0.6 1.1 -0.7
H -0.3908 1.9488 2.0442 0.7 -0.3 1.4
H 0.8073 2.6528 0.8904 3.0 1.2 -0.2
H -0.7607 0.2556 -1.8543 1.2 1.6 1.6
H -0.5814 2.0355 -1.4250 -1.0 1.6 -0.8
H 0.8282 1.1187 -1.5138 1.5 -0.2 -0.5
H -1.5444 -0.5470 -0.1908 -0.8 -0.4 -0.4
H -1.2837 -0.5422 1.4958 -1.0 2.1 -1.2
H -2.3969 0.8746 0.6399 0.7 -0.9 0.3
H 1.7442 0.6432 0.6861 -0.4 -0.8 0.2
H 0.6632 -0.0497 1.9073 -0.7 0.6 2.9
H 0.1224 -2.1668 0.6955 -1.7 -0.2 1.5
H 1.6641 -1.2242 -1.4160 1.0 0.5 -0.2
```
Forces are in eV/Å.

Here is a 2-piece molecular cluster, C6H13IN3O3P overall at a distorted geometry from the OMol25 dataset. Energies are from wB97M-V/def2-TZVPD.

Calculated values
HOMO-LUMO gap: 3.14 eV
E_HOMO: -5.2 eV
strongest force on any atom: 7.2 eV/A

XYZ file:
```
27
Properties=species:S:1:pos:R:3:forces:R:3
N -0.0903 2.3357 1.7524 2.1 -2.0 -2.1
C 0.7936 1.8974 0.6051 2.3 0.8 -1.0
C 2.1870 2.6880 0.1324 -3.6 -4.5 -1.4
N 2.6511 1.8607 -1.0705 -5.3 -0.7 4.1
C 1.6562 0.7092 -1.2736 1.3 3.4 0.8
P 1.9617 -0.5034 -2.7639 -2.4 -0.7 -0.6
O 1.1297 0.1364 -4.1950 1.1 -1.6 1.6
I 4.3667 -0.6519 -3.3005 -0.5 0.8 0.2
N 0.5177 0.6985 -0.2751 5.8 4.0 -1.3
C -0.6044 -0.3157 -0.3064 -1.5 -0.9 -0.6
C -0.9200 -1.0503 1.1249 -0.9 -1.1 -0.6
C -2.5752 -1.1942 1.3168 0.6 0.8 0.6
O -3.2410 -1.6075 0.0473 0.1 3.0 0.6
H 0.4827 2.2833 2.6298 -0.9 0.0 -1.1
H -0.9038 1.6824 1.8072 1.0 0.7 0.1
H 2.6839 3.6570 0.5704 -1.1 -2.4 -1.1
H 3.5037 2.1065 -1.6294 -1.3 -0.8 0.6
H 0.8387 -0.6952 -4.6927 0.6 1.5 1.0
H -0.3146 -1.1730 -1.0836 -0.3 2.2 1.7
H -1.5490 0.2239 -0.7824 2.0 -0.9 1.1
H -0.4339 -0.5451 2.0619 -0.9 -1.0 -1.9
H -0.5378 -2.1748 1.0220 -0.6 2.0 1.1
H -2.8560 -1.9846 2.1348 1.1 1.5 -1.6
H -2.9704 -0.1249 1.6544 0.5 -2.1 -0.7
H -3.6200 -0.7350 -0.3243 0.8 -2.3 0.8
O -0.7214 -3.5175 2.6030 1.0 1.1 0.1
H -1.4349 -4.0058 2.2346 -1.0 -0.9 -0.4
```
Forces are in eV/Å.

Here is C6H13INO as an isolated structure at a distorted geometry from the OMol25 dataset. Energies are from wB97M-V/def2-TZVPD.

Calculated values
HOMO-LUMO gap (alpha / beta): 9.24 / 7.42 eV
E_HOMO (alpha / beta): -13.1 / -11.7 eV
strongest force on any atom: 5.0 eV/A
charge: +1

XYZ file:
```
22
Properties=species:S:1:pos:R:3:forces:R:3
C 1.2966 1.6429 0.8174 -2.2 0.6 0.5
C 1.6757 0.1975 0.6054 -1.3 -1.6 0.1
C 1.0312 2.1846 -0.5529 0.3 -2.4 0.2
C 0.9511 -0.2034 -0.7087 -0.3 1.0 0.9
C -1.5869 -2.2786 1.0058 -0.2 -3.0 0.6
C -1.7259 -1.3105 -0.1174 0.2 -0.9 -2.1
N 0.2672 1.0713 -1.2106 4.1 -1.4 -2.6
O -2.1299 -1.8955 -1.3064 1.5 4.1 0.8
I -2.6429 0.7071 0.1341 -0.1 -1.3 0.4
H 0.3687 1.8237 1.4498 0.8 -0.9 -0.8
H 1.9588 2.2960 1.2946 1.7 0.5 0.8
H 2.7239 0.0272 0.3587 0.2 0.1 0.6
H 1.3352 -0.4259 1.5052 0.8 0.6 -1.4
H 0.4893 3.0342 -0.5725 -2.1 2.8 0.0
H 1.9044 2.3720 -1.0881 1.6 0.0 -1.0
H 1.4907 -0.7828 -1.4708 -0.6 0.3 0.3
H -1.3098 -3.4661 0.8258 -0.8 3.0 -0.8
H -2.5199 -2.3678 1.5781 0.1 0.3 0.0
H -0.7931 -2.0847 1.6891 0.5 0.9 0.6
H -0.6447 1.1099 -0.8325 -2.1 0.0 0.0
H 0.3380 1.0667 -2.2918 -0.7 0.3 2.3
H -2.4777 -2.7180 -1.1123 -1.1 -3.1 0.5
```
Forces are in eV/Å.

Here is C6H13MgO5V as an isolated structure at a distorted geometry from the OMol25 dataset. Energies are from wB97M-V/def2-TZVPD.

Calculated values
HOMO-LUMO gap (alpha / beta): 7.20 / 9.75 eV
2S+1: 5
E_HOMO (alpha / beta): -15.1 / -18.4 eV
strongest force on any atom: 2.1 eV/A
charge: +2

XYZ file:
```
26
Properties=species:S:1:pos:R:3:forces:R:3
O -0.5577 -0.8893 -0.5595 1.0 0.7 0.1
C -1.7804 -1.4858 -0.1174 -0.5 -0.5 0.3
C -2.6317 -0.4725 0.6209 -0.2 -0.5 0.4
O -2.6731 0.7250 -0.1632 0.9 0.2 -0.6
C -3.6081 1.6940 0.3176 -0.7 0.5 0.3
Mg -0.8891 1.1714 -1.0235 -0.2 -0.8 0.3
H -1.5794 -2.3529 0.5248 0.0 0.2 -0.2
H -2.2874 -1.8272 -1.0268 0.2 0.0 0.2
H -2.2202 -0.2306 1.6128 -0.1 0.0 -0.2
H -3.6505 -0.8642 0.7462 0.2 0.1 0.0
H -3.3375 2.6598 -0.1211 -0.2 -0.1 0.1
H -4.6196 1.4120 -0.0010 0.3 0.1 0.1
H -3.5569 1.7491 1.4141 0.0 0.1 -0.3
O 0.4956 0.8184 0.4551 -1.2 0.0 0.7
C 0.4484 -0.5314 0.4515 -0.7 -1.4 0.0
O 1.6246 -1.1439 0.0252 -0.3 0.1 -0.4
C 2.8073 -0.6076 0.5265 0.2 -0.6 0.6
O 3.2410 0.5007 -0.2574 -0.3 0.3 0.1
C 4.0035 0.1396 -1.4219 0.5 -0.3 -0.7
V 1.7903 1.9330 -0.3324 1.3 1.5 -0.6
H 0.1357 -0.9459 1.4248 0.0 0.2 -0.2
H 3.5709 -1.3914 0.4788 -0.2 0.2 0.0
H 2.6883 -0.2494 1.5565 0.1 0.0 -0.2
H 4.1571 1.0508 -2.0093 0.0 -0.2 0.1
H 4.9741 -0.2593 -1.1049 -0.2 0.1 -0.1
H 3.4546 -0.6025 -2.0161 0.1 0.2 0.2
```
Forces are in eV/Å.